# C4H11NO2

2 unconnected molecules or ions with the total composition C4H11NO2 (wB97M-V/def2-TZVPD, OMol25).

CARTESIAN COORDINATES (ANGSTROEM)
O -0.70500 0.51627 -1.14095
C -0.49023 -0.70938 -1.61970
O -0.44988 -1.74281 -0.93889
C -0.36995 -0.71539 -3.11346
H -0.01352 -1.71326 -3.42902
H -1.36535 -0.54119 -3.54661
H 0.30825 0.07456 -3.46195
C -0.52117 1.06790 2.36685
N -0.09094 0.13923 1.29023
C 1.35045 0.02120 1.14967
H -1.63890 1.09012 2.36789
H -0.17681 0.77162 3.35534
H -0.14366 2.08619 2.14335
H -0.31297 0.47425 -0.08425
H -0.50368 -0.79445 1.44923
H 1.78429 1.02279 1.02558
H 1.51003 -0.53140 0.21572
H 1.82906 -0.51622 1.97095

Results
- gap between HOMO and LUMO (eV) = 10.43
- SMILES = CC(=O)O.CNC
- charge = 0
- molecular weight (g mol⁻¹) = 105.14
- energy above the lowest of the compared OMol25 structures with the same formula, charge and spin (kJ/mol) = 66.75
- HOMO energy (eV) = -9.60